Below is one molecule with the formula C5H5NO, with properties calculated with the ωB97M-V functional and the def2-TZVPD basis.

Structure (XYZ):
```
12
Properties=species:S:1:pos:R:3:forces:R:3:nbo_charge:R:1
O -1.3570 -1.7149 1.3095 0.2 0.5 -0.1 -0.479
C -1.2941 -0.7007 0.6801 -0.1 -0.5 0.3 0.448
C -0.3427 0.4620 0.6535 -0.3 0.0 -0.1 -0.318
C 1.0937 0.8210 0.4545 0.0 0.0 0.1 -0.344
C 0.2605 0.3475 -0.7386 0.0 0.0 -0.3 -0.349
C 0.6734 -0.9728 -1.1749 0.2 -0.9 -0.4 0.254
N 1.0472 -2.0065 -1.5374 -0.4 1.0 0.3 -0.295
H -1.9637 -0.4663 -0.1991 -0.3 -0.5 0.7 0.098
H -0.9393 1.3742 0.6961 0.0 -0.1 -0.1 0.228
H 1.9207 0.1618 0.7104 -0.3 0.0 -0.1 0.250
H 1.3205 1.8764 0.5885 -0.1 -0.2 -0.1 0.240
H -0.4191 0.8182 -1.4425 1.1 0.8 -0.4 0.267
```
Forces are in eV/Å.

As for the SMILES: N#C[C@@H]1C[C@@H]1C=O. The HOMO energy comes out at -10.332 eV. The value obtained for the relative energy (zero: lowest compared OMol25 entry of this formula, charge and spin) is 63.24 kcal per mole.



Below is one molecule with the formula C5H5NO, with properties calculated with the ωB97M-V functional and the def2-TZVPD basis.

Structure (XYZ):
```
12
Properties=species:S:1:pos:R:3:forces:R:3:nbo_charge:R:1
C 1.0534 1.8793 2.0072 7.4 2.4 1.6 0.252
C -0.0581 1.3926 1.1588 3.2 -3.1 -3.0 -0.335
C 0.0383 0.5175 0.0447 3.0 1.2 -0.2 -0.078
C -0.8346 -0.4333 -0.6677 -0.6 -0.3 0.1 -0.012
C -0.0539 -1.5763 -1.2271 -5.4 -2.5 -0.1 -0.101
H -0.9466 1.2712 1.6156 -3.1 0.4 1.7 0.223
H 0.9710 0.1894 -0.5962 -0.6 2.3 2.1 0.210
H -1.8541 -0.5843 -0.4062 -0.6 -0.2 0.7 0.200
H -0.7168 -2.5556 -1.2243 1.9 1.7 0.1 0.193
H 0.9853 -1.7236 -1.1161 1.1 0.4 -0.3 0.204
N 2.1394 2.2664 2.5105 -8.4 -2.9 -3.5 -0.297
O -0.7234 -0.6432 -2.0992 2.1 0.7 0.9 -0.460
```
Forces are in eV/Å.

As for the SMILES: N#C/C=C/[C@@H]1CO1. The HOMO energy comes out at -9.932 eV. The value obtained for the relative energy (zero: lowest compared OMol25 entry of this formula, charge and spin) is 105.77 kcal per mole.



Below is one molecule with the formula C5H5NO, with properties calculated with the ωB97M-V functional and the def2-TZVPD basis.

Structure (XYZ):
```
12
Properties=species:S:1:pos:R:3:forces:R:3:nbo_charge:R:1
O 0.2010 -0.9385 -1.7883 -0.2 0.1 -0.1 -0.682
C 0.2936 -0.6485 -0.4105 0.1 0.0 0.3 0.042
C 0.9777 0.7267 -0.2321 0.0 0.0 -0.1 -0.518
C 0.9847 1.2153 1.1476 0.0 0.3 0.9 0.279
N 0.9673 1.6115 2.2329 0.1 -0.4 -1.0 -0.307
C -1.0086 -0.7000 0.2745 -0.4 0.0 0.2 -0.062
C -2.0668 -0.7181 0.8467 0.4 0.0 -0.2 -0.192
H -0.5214 -0.4078 -2.1509 0.1 -0.1 0.0 0.472
H 0.9425 -1.4244 0.0087 -0.1 0.1 0.0 0.217
H 2.0029 0.6518 -0.6059 -0.1 0.0 0.1 0.260
H 0.4521 1.4605 -0.8525 0.0 -0.1 0.1 0.248
H -2.9973 -0.7393 1.3701 0.1 0.0 -0.1 0.245
```
Forces are in eV/Å.

As for the SMILES: C#C[C@@H](O)CC#N. The HOMO energy comes out at -10.680 eV. The value obtained for the relative energy (zero: lowest compared OMol25 entry of this formula, charge and spin) is 53.96 kcal per mole.



Below is one molecule with the formula C5H5NO, with properties calculated with the ωB97M-V functional and the def2-TZVPD basis.

Structure (XYZ):
```
12
Properties=species:S:1:pos:R:3:forces:R:3:nbo_charge:R:1
O -0.0932 -0.5530 -1.9648 -0.2 0.2 -0.1 -0.691
C 0.1677 -0.5907 -0.5775 0.3 0.0 0.3 0.044
C 1.1246 0.5839 -0.1809 -0.1 -0.1 -0.2 -0.519
C 1.1179 0.8760 1.2567 -0.2 0.1 0.7 0.280
N 1.0349 1.0819 2.3905 0.2 -0.1 -1.0 -0.311
C -1.0483 -0.5712 0.2389 -0.4 -0.1 0.4 -0.071
C -1.9931 -0.5428 0.9818 0.4 0.1 -0.3 -0.182
H -0.9349 -0.0959 -2.1034 0.2 -0.1 0.0 0.480
H 0.7028 -1.5283 -0.4057 -0.1 0.0 0.1 0.211
H 2.1397 0.3418 -0.5168 -0.2 0.1 0.1 0.257
H 0.7917 1.4650 -0.7368 0.1 0.0 0.2 0.255
H -2.7926 -0.4828 1.6857 0.0 -0.1 -0.2 0.245
```
Forces are in eV/Å.

As for the SMILES: C#C[C@@H](O)CC#N. The HOMO energy comes out at -10.608 eV. The value obtained for the relative energy (zero: lowest compared OMol25 entry of this formula, charge and spin) is 55.50 kcal per mole.